19
Properties=species:S:1:pos:R:3 method="wB97M-V/def2-TZVPD" lumo_ev=0.696 relative_energy_kcal_mol=244.7 homo_ev=-8.13
C -0.12781 -0.95242 -0.49883
C 1.47775 -1.44255 -0.88820
C 1.21661 0.02471 -0.33592
C -0.27723 1.29377 0.86412
C -0.54787 1.75940 -0.42538
C -0.85914 0.29633 -0.20268
H -0.63676 -1.10917 1.64151
H -0.41494 -2.56160 0.84652
H 1.58992 -1.75257 -2.09601
H 1.61111 -2.22931 -0.11802
H 1.03428 0.48884 -1.39854
H 1.79581 1.68866 1.13027
H -0.79393 1.68719 1.85397
H -1.59048 2.43366 -0.37310
H 0.31640 2.30194 -1.00253
H -1.96871 -1.23103 -0.21978
N -0.71587 -1.59840 0.62778
N 1.14524 0.89320 0.88095
O -2.25439 0.00935 -0.28613

***

97
Properties=species:S:1:pos:R:3 method="wB97M-V/def2-TZVPD" lumo_ev=-6.220 relative_energy_kcal_mol=0.3 homo_ev=-13.29 charge=+2
Pb 0.67014 1.09242 -0.13814
Br 2.07928 5.30560 0.01584
C 3.33570 4.17754 -0.86240
C 4.33779 4.74432 -1.62814
C 5.24093 3.87744 -2.23086
C 5.11410 2.51284 -2.02647
C 4.06370 2.05915 -1.24241
N 3.17346 2.88227 -0.67654
C 3.85292 0.58561 -0.93304
O 4.76827 0.00980 -0.32694
O 2.73178 0.10527 -1.26897
H 4.40579 5.81599 -1.74673
H 6.03402 4.27264 -2.85300
H 5.80165 1.80352 -2.46773
C -5.06607 -2.36679 3.39450
C -5.10205 -0.92751 2.85259
C -6.12061 -0.83290 1.70552
C -5.53365 0.02047 3.97349
C -3.71396 -0.58706 2.33345
C -2.84397 0.27113 3.00093
C -1.61755 0.56419 2.43858
N -1.19441 0.05011 1.28541
C -1.97122 -0.86051 0.67738
C -3.22871 -1.17401 1.16529
C -1.34463 -1.59300 -0.46215
C -1.93283 -2.71898 -1.01781
C -1.25174 -3.49463 -1.95224
C 0.06128 -3.11569 -2.22838
C 0.57298 -1.95915 -1.67886
N -0.12538 -1.17963 -0.84421
C -1.88717 -4.67512 -2.67280
C -0.99445 -5.91609 -2.53623
C -3.27908 -4.99835 -2.12912
C -2.01115 -4.28474 -4.15728
H -6.04236 -2.62721 3.80647
H -4.32271 -2.46808 4.18771
H -4.82780 -3.08402 2.60639
H -7.12607 -0.98755 2.09746
H -5.94971 -1.59100 0.93998
H -6.08807 0.15074 1.23172
H -6.57336 -0.17737 4.23294
H -5.46107 1.06617 3.66552
H -4.94093 -0.12396 4.87921
H -3.11294 0.71343 3.94987
H -0.93017 1.23745 2.93692
H -3.83966 -1.89313 0.64019
H -2.92079 -3.01656 -0.70435
H 0.68942 -3.70608 -2.88203
H 1.57980 -1.62799 -1.89909
H -0.82849 -6.16670 -1.48653
H -0.02308 -5.77965 -3.01250
H -1.47804 -6.76740 -3.01670
H -3.24150 -5.27574 -1.07280
H -3.69425 -5.84308 -2.67865
H -3.96574 -4.15790 -2.25500
H -1.03493 -4.07668 -4.59789
H -2.63913 -3.39830 -4.27499
H -2.46880 -5.10330 -4.71491
C 0.31613 0.42600 -3.87995
C -0.41439 1.62772 -3.38654
N -0.50715 1.99120 -2.12936
C -1.25156 3.15375 -1.97577
C -1.71710 3.65908 -3.14590
S -1.22990 2.68148 -4.45354
C -1.46566 3.76594 -0.65921
C -2.29119 4.81607 -0.41215
S -2.17007 5.28933 1.21987
C -1.02423 4.03834 1.50150
N -0.76668 3.32109 0.44563
C -0.37312 3.87853 2.83820
H 1.25238 0.30595 -3.33180
H 0.52583 0.51216 -4.94421
H -0.28851 -0.47026 -3.72830
H -2.29245 4.55602 -3.31012
H -2.94728 5.33631 -1.09194
H 0.03184 4.83470 3.17137
H 0.43879 3.15562 2.77117
H -1.09231 3.55363 3.59130
O 2.34330 -0.79802 1.69929
N 2.56441 -1.96884 1.08969
C 3.59256 -2.71327 1.14085
C 3.55217 -3.89011 0.31268
N 3.55862 -4.83467 -0.33876
C 4.80579 -2.51294 1.90224
N 5.76796 -2.36553 2.51096
S 3.19697 -0.08789 3.02765
C 4.35514 1.09701 2.39440
N 5.46709 0.75406 1.72195
C 6.40554 1.63095 1.37203
C 6.28843 2.95566 1.74181
C 5.16912 3.34983 2.45360
C 4.18384 2.41556 2.76371
H 5.58506 -0.21640 1.44490
H 7.24020 1.24462 0.80490
H 7.06695 3.65669 1.47920
H 5.04732 4.38341 2.74885
H 3.29138 2.70497 3.29833

***

138
Properties=species:S:1:pos:R:3 method="wB97M-V/def2-TZVPD" lumo_ev=-1.146 smiles="C#CCc1nc2c(OCCCC)c(CCC(F)(F)C(F)(F)C(F)(F)C(F)(F)F)cc(CON=O)c2nc1Br.CCO.CCO.CCO.CCO.CCO.CCO.CCO.CCO.CCO" homo_ev=-8.29
C -1.11451 -3.02562 -3.32820
C -1.51035 -2.60034 -2.13970
C -1.95504 -2.50734 -0.59981
C -1.18703 -1.23937 0.04395
N 0.02418 -1.46059 0.78467
C 0.59272 -0.24983 1.34770
C 1.91591 -0.41701 2.22906
O 2.57477 -1.65862 2.48829
C 1.71244 -2.62671 3.15842
C 0.83767 -2.04781 4.38226
C -0.77389 -2.06048 4.06449
C -1.29014 -3.55408 3.62979
C 2.61170 0.87382 2.84944
C 3.95946 0.78378 3.76460
C 3.44554 0.84952 5.32210
C 3.90919 2.23196 6.04146
F 3.81119 3.33299 5.12591
F 5.34084 2.05823 6.30349
C 3.22761 2.48492 7.47951
F 4.13193 3.37103 8.20488
F 3.22790 1.25167 8.21861
C 1.80442 3.23889 7.44313
F 1.83362 4.53747 6.83803
F 1.43925 3.46714 8.83543
C 0.59139 2.39165 6.80516
F 0.49853 1.04030 7.30612
F -0.62964 3.03784 7.25728
F 0.53224 2.40406 5.38171
C 2.00823 2.30986 2.59506
C 0.69276 2.40868 1.75860
C 0.07185 3.90856 1.56116
O 1.19130 4.80095 1.25962
N 1.43830 5.65784 2.28512
O 1.09038 6.76766 1.95606
C -0.05895 1.14984 1.10298
N -1.27127 1.45127 0.36268
C -1.79637 0.20442 -0.12095
Br -3.52701 0.33030 -1.13723
H -0.74414 -3.40835 -4.34729
H -1.61270 -3.43010 0.01939
H -3.10379 -2.44375 -0.44660
H 2.42401 -3.43602 3.60473
H 1.10594 -3.17036 2.34363
H 1.19715 -1.03993 4.80370
H 0.95942 -2.81162 5.25672
H -1.08665 -1.25621 3.30945
H -1.27180 -1.87833 5.10048
H -0.92816 -3.82589 2.55379
H -2.43840 -3.63063 3.59502
H -0.86829 -4.37281 4.32067
H 4.50726 -0.21816 3.53972
H 4.70091 1.62276 3.50882
H 4.03310 0.00970 5.87305
H 2.32601 0.62795 5.43518
H 2.48010 3.27614 2.98917
H -0.69910 3.94496 0.71472
H -0.35707 4.25836 2.58419
C 3.37753 -1.74051 -5.48419
C 1.93993 -2.09390 -5.81045
O 1.11634 -1.88674 -4.67069
H 3.74328 -2.34984 -4.65308
H 4.02498 -1.89962 -6.35036
H 3.45789 -0.69482 -5.17229
H 1.86036 -3.14361 -6.10002
H 1.56232 -1.47906 -6.63404
H 1.18548 -0.95268 -4.42613
C 0.46807 -6.94151 -7.29476
C 0.42102 -5.42851 -7.22289
O 0.27682 -5.00663 -5.87238
H -0.44306 -7.37411 -6.87254
H 0.57352 -7.28007 -8.32849
H 1.30675 -7.33086 -6.70973
H -0.43017 -5.04523 -7.79023
H 1.33592 -4.98863 -7.63316
H 1.03879 -5.34253 -5.37871
C -5.34856 -3.28386 5.62780
C -4.03858 -2.78161 6.20129
O -3.45908 -1.81897 5.32945
H -5.18953 -3.73221 4.64304
H -5.80262 -4.02899 6.28574
H -6.05351 -2.45806 5.49215
H -3.32998 -3.60566 6.31478
H -4.19204 -2.32058 7.18206
H -4.08834 -1.08877 5.24103
C 2.24581 10.69687 0.48514
C 3.52844 9.89610 0.38096
O 3.84804 9.31726 1.63936
H 2.34626 11.48638 1.23499
H 1.99079 11.15234 -0.47513
H 1.41601 10.05859 0.80326
H 4.35880 10.54113 0.08425
H 3.43095 9.09593 -0.35968
H 3.11201 8.74075 1.89096
C -7.03532 -4.19299 0.09580
C -5.72349 -3.68996 0.66360
O -5.14836 -2.72684 -0.21124
H -6.88015 -4.64128 -0.88929
H -7.48608 -4.93825 0.75586
H -7.74136 -3.36764 -0.03703
H -5.01399 -4.51343 0.77424
H -5.87300 -3.22868 1.64506
H -5.77830 -1.99715 -0.29720
C -1.69893 0.24387 -5.15587
C -3.03398 0.10374 -5.85825
O -3.89296 -0.75029 -5.11044
H -1.22523 -0.73397 -5.03322
H -1.02700 0.89368 -5.72248
H -1.83114 0.66203 -4.15306
H -2.89982 -0.33405 -6.85005
H -3.51998 1.07751 -5.97372
H -4.01344 -0.35941 -4.24175
C 7.38065 5.08741 7.64971
C 8.02078 4.98980 6.27956
O 8.56742 3.69159 6.08596
H 8.11559 4.88074 8.43262
H 6.96019 6.08281 7.81406
H 6.58308 4.34623 7.75741
H 8.83090 5.71640 6.18310
H 7.28740 5.18360 5.49029
H 7.84216 3.05526 6.16400
C -3.60443 -4.27953 -7.16667
C -4.35725 -4.53112 -5.87535
O -3.74677 -3.82178 -4.80794
H -2.56108 -4.59252 -7.06927
H -4.06069 -4.82437 -7.99757
H -3.59622 -3.21224 -7.40792
H -4.34456 -5.59518 -5.62649
H -5.40025 -4.20887 -5.96131
H -3.76931 -2.88052 -5.03267
C -1.44443 1.13651 -10.90133
C -2.18723 0.88547 -9.60432
O -1.56773 1.59586 -8.53934
H -0.40057 0.82336 -10.81245
H -1.90727 0.59176 -11.72799
H -1.43776 2.20361 -11.14316
H -2.17287 -0.17829 -9.35533
H -3.23040 1.20786 -9.68216
H -1.59235 2.53697 -8.76308

***

13
Properties=species:S:1:pos:R:3 method="wB97M-V/def2-TZVPD" lumo_ev=0.043 smiles="CO[C@@H](I)C(N)=O" relative_energy_kcal_mol=31.9 homo_ev=-9.53
C 0.47563 -1.55824 -0.13214
C -0.79661 1.94794 -0.23720
C 0.45946 -0.01330 -0.49746
N -0.26212 -1.94689 0.98360
O 1.18259 -2.33223 -0.74465
O -0.62565 0.60873 0.11439
I 2.52791 0.72350 0.00389
H -1.50519 2.15073 0.68974
H -1.38652 2.02053 -1.21289
H 0.21791 2.39706 -0.13376
H 0.63857 0.05672 -1.68851
H -0.69355 -1.12233 1.50161
H -0.23243 -2.93224 1.35338

***

13
Properties=species:S:1:pos:R:3 method="wB97M-V/def2-TZVPD" lumo_ev=-4.728 relative_energy_kcal_mol=83.4 homo_ev=-13.94 charge=+1
H -2.38547 0.93856 1.21041
C -1.66103 0.57753 0.46841
C -2.33099 -0.16337 -0.61868
O -1.75221 -0.91910 0.43697
H -3.42301 -0.22323 -0.65117
H -1.84059 -0.28214 -1.59059
O 1.28586 -0.65642 0.19783
C 2.43388 -0.14943 0.40842
O 3.51111 -0.52974 -0.13549
Li -0.11876 -1.86729 0.37089
H 3.53144 0.87628 -0.49775
Mg 0.34721 1.23205 0.32340
O 2.40257 1.16630 0.07736

***

109
Properties=species:S:1:pos:R:3 method="wB97M-V/def2-TZVPD" multiplicity=2 lumo_ev="-2.710 / -2.940" homo_ev="-9.41 / -9.63" s_squared=0.82 charge=+1
Fe 0.24425 -0.25759 -0.00666
C 0.83366 4.67911 0.63335
C -0.08512 3.47845 0.35989
C -1.20390 3.97454 -0.56739
C -0.72429 3.06392 1.69327
P 0.91484 1.98163 -0.27222
C 2.45985 2.19372 0.74611
N 3.05578 0.89737 0.61298
B 2.25577 -0.21916 0.20256
N 3.19586 -1.25255 -0.08725
C 2.82362 -2.44155 -0.79912
P 0.98897 -2.58414 -0.56665
C 0.46311 -3.37504 -2.19254
C -0.85673 -4.14242 -2.05597
C 0.26688 -2.21179 -3.17485
C 1.49810 -4.33585 -2.79339
C 0.90617 -3.82860 0.83534
C 1.75674 -3.26803 1.98476
C -0.53322 -3.95602 1.33817
C 1.43685 -5.21929 0.47655
C 4.49260 -0.77072 0.09762
C 5.71991 -1.37575 -0.10319
C 6.86468 -0.62829 0.15902
C 6.77931 0.68694 0.60197
C 5.54623 1.30227 0.79958
C 4.40686 0.56088 0.54546
C 1.52685 2.23716 -2.04620
C 2.53507 3.37957 -2.18696
C 0.34385 2.50378 -2.99176
C 2.21177 0.94317 -2.51038
H 0.22273 5.45287 1.10493
H 1.24534 5.11029 -0.27642
H 1.65260 4.46292 1.31578
H -1.81697 4.67517 0.00599
H -1.86581 3.19310 -0.93021
H -0.80760 4.52364 -1.41973
H -1.27050 3.92680 2.08344
H 0.01961 2.78626 2.44248
H -1.42349 2.24083 1.56004
H 2.20390 2.44715 1.78071
H 3.10749 2.98343 0.36622
H 3.33153 -3.33282 -0.42322
H 3.06473 -2.34648 -1.86148
H -1.61705 -3.58970 -1.51285
H -0.71673 -5.10244 -1.56061
H -1.24340 -4.34616 -3.05762
H -0.42009 -1.45235 -2.79051
H -0.14171 -2.59790 -4.11172
H 1.21498 -1.72421 -3.41134
H 1.69007 -5.19815 -2.15961
H 2.44708 -3.85599 -3.02638
H 1.09310 -4.71001 -3.73742
H 1.44573 -2.26201 2.26675
H 2.82057 -3.24013 1.74713
H 1.62550 -3.91652 2.85430
H -0.88936 -3.01589 1.75376
H -0.56236 -4.70440 2.13452
H -1.23173 -4.26770 0.56356
H 2.43445 -5.19849 0.03692
H 0.77338 -5.75638 -0.19866
H 1.50290 -5.80387 1.39752
H 5.79059 -2.39494 -0.46174
H 7.83704 -1.07949 0.01520
H 7.68635 1.24362 0.79492
H 5.48445 2.32835 1.14030
H 2.14511 4.33649 -1.84759
H 2.77431 3.48613 -3.24803
H 3.47229 3.17542 -1.66923
H -0.00971 3.52902 -2.92229
H -0.49648 1.83158 -2.81992
H 0.68742 2.34687 -4.01640
H 3.19178 0.80395 -2.05155
H 2.34913 0.99423 -3.59317
H 1.60141 0.06269 -2.30087
C 0.49658 0.48972 4.21327
C -0.82903 0.38233 4.59665
C -1.75890 -0.03847 3.66578
C -1.35585 -0.33516 2.36717
N -0.07507 -0.14491 1.97841
C 0.82460 0.22940 2.89808
C -2.27696 -0.97820 1.40171
C -3.24627 -1.84170 1.90082
C -4.01736 -2.61842 1.05382
C -3.79200 -2.56076 -0.31498
C -2.84945 -1.68649 -0.81827
C -2.09241 -0.83819 0.00808
H 1.27176 0.77812 4.90883
H -1.13419 0.60981 5.60951
H -2.80172 -0.12819 3.93148
H 1.84547 0.31617 2.55491
H -3.37760 -1.93948 2.96990
H -4.77130 -3.27818 1.46135
H -4.36516 -3.18110 -0.99248
H -2.73331 -1.57577 -1.89016
S -1.65326 0.72265 -0.68309
C -4.52045 1.62368 0.43259
N -5.48775 1.38056 -0.46563
C -6.64855 2.21391 -0.77432
C -6.29534 3.66420 -0.49361
C -5.76216 3.76419 0.92523
N -4.68943 2.78452 1.09402
H -5.39790 0.51704 -0.97024
H -7.50736 1.91013 -0.16796
H -6.91592 2.07252 -1.82162
H -7.16492 4.30734 -0.62472
H -5.52470 3.99053 -1.19581
H -6.56548 3.57783 1.64457
H -5.36531 4.76050 1.12397
H -3.99023 2.98939 1.78477

***

10
Properties=species:S:1:pos:R:3 method="wB97M-V/def2-TZVPD" lumo_ev=0.679 smiles="CONC=S" relative_energy_kcal_mol=70.6 homo_ev=-8.31
C 0.86539 -1.33412 0.57663
C -1.01398 1.53613 -0.32988
H 0.48981 -1.36754 1.61552
H 0.29117 -1.96231 -0.04555
H 1.92285 -1.60273 0.52294
H -0.48588 -0.03747 -1.45495
H -1.76719 1.57891 -1.11342
N -0.36672 0.40642 -0.54115
O 0.78913 0.02971 0.06604
S -0.72458 2.75300 0.70383

***

41
Properties=species:S:1:pos:R:3 method="wB97M-V/def2-TZVPD" multiplicity=6 lumo_ev="2.925 / 2.798" relative_energy_kcal_mol=345.2 homo_ev="-0.23 / -3.44" s_squared=8.78 charge=-1
Ir 0.17925 -0.30029 0.90618
C 0.69988 -1.41575 2.33851
C -0.65164 -1.54395 2.38351
C -1.16991 -1.76401 1.12877
H -1.24919 -1.45584 3.35179
C -0.11392 -2.10519 0.41598
C 1.05314 -1.96859 1.08663
H 2.08359 -2.22662 0.76315
H 1.37535 -1.47581 3.21609
H -2.13532 -1.45945 0.77956
H -0.11195 -2.40034 -0.58573
C 1.28819 1.53389 1.68884
C 2.09405 0.36400 1.30851
C 1.67505 0.16137 -0.14146
H 2.67702 -0.15704 2.08023
C 1.40467 1.34683 -0.55592
C 0.70767 1.99278 0.29963
H 0.37767 2.99959 0.17223
H 1.08665 1.92416 2.65368
H 2.22369 -0.49014 -0.72996
H 1.52194 1.72873 -1.49719
O -0.14622 0.53250 -0.83242
C -0.62393 0.06887 -2.42428
C -1.69797 0.29560 -1.64227
C 0.17792 -1.16587 -1.98324
C 0.20725 1.12201 -2.48122
C -1.92537 0.81827 -0.53371
H -2.25053 -0.70585 -1.72548
H -2.34406 0.92594 -2.40647
H -1.38265 1.75966 -0.34272
H -1.90830 0.16813 0.14236
H 0.00815 -1.72254 -3.02323
H -0.30925 -2.04034 -1.58125
H 1.16519 -1.08228 -2.21388
H -0.07044 1.22074 -3.56067
H 1.13345 0.76314 -2.64215
H -0.21675 2.01998 -2.19047
C -1.09941 0.84184 2.09969
H -1.87394 0.33022 1.66397
H -1.05583 1.77904 1.60865
H -0.80318 0.78258 3.00578

***

16
Properties=species:S:1:pos:R:3 method="wB97M-V/def2-TZVPD" lumo_ev=1.164 smiles=CC.CC relative_energy_kcal_mol=5.1 homo_ev=-11.60
C -2.14996 -1.00014 1.05695
C -0.73606 -1.37202 0.59753
H -2.89944 -1.45325 0.39991
H -2.33512 -1.43556 2.03496
H -2.20670 0.07859 1.10833
H -0.44460 -0.92994 -0.34495
H -0.54570 -2.45221 0.63836
H -0.01476 -1.05260 1.36143
C 2.02972 0.77225 -0.82198
C 0.81573 1.66305 -0.92282
H 2.02818 0.16718 0.09476
H 2.04131 -0.04913 -1.54429
H 2.98582 1.27800 -0.90693
H -0.07292 1.20800 -0.48954
H 0.52471 1.99878 -1.91934
H 0.97978 2.57901 -0.34239

***

10
Properties=species:S:1:pos:R:3 method="wB97M-V/def2-TZVPD" lumo_ev=3.091 relative_energy_kcal_mol=26.1 homo_ev=-2.32 charge=-1
S 2.38319 3.25852 3.26052
H 2.96977 2.62088 4.27354
C -0.68140 -0.20181 -0.03258
C -0.76045 -1.29627 -2.12488
N -0.98553 -0.22216 -1.49592
H -1.59994 -0.22616 0.57141
H -0.11677 0.71934 0.19854
H 0.04615 -0.98308 0.21693
H -0.95135 -1.47950 -3.16016
H -0.30367 -2.18977 -1.70739

***

14
Properties=species:S:1:pos:R:3 method="wB97M-V/def2-TZVPD" lumo_ev=1.130 smiles=C[C@]12C[C@H]1CO2 relative_energy_kcal_mol=65.7 homo_ev=-9.31
C 1.52116 0.87050 -0.61779
C 0.39633 0.06084 -0.08286
C -0.39599 -0.90677 -0.83638
C -1.10629 0.15592 0.03250
C -0.91382 -0.19103 1.49205
O 0.49962 -0.40213 1.26503
H 1.83178 1.63109 0.09981
H 2.35697 0.19090 -0.80961
H 1.22933 1.34537 -1.55842
H -0.46031 -1.95092 -0.57209
H -0.51550 -0.66059 -1.89713
H -1.96248 0.30915 -0.58007
H -1.45833 -1.07553 1.83865
H -1.02247 0.62320 2.22630

***

no.,molecular weight (g mol⁻¹)
1,126.16
2,1078.12
3,1038.92
4,214.99
5,135.31
6,759.62
7,91.13
8,423.58
9,60.14
10,76.14
11,84.12